{"formula": "C11H28AsFeN4O3", "method": "ωB97M-V/def2-TZVPD", "homo_lumo_gap_ev": [7.96, 7.96], "e_homo_ha": [-0.7019, -0.7019], "charge": 3, "species": ["Fe", "N", "C", "C", "C", "N", "C", "C", "N", "C", "H", "H", "H", "H", "H", "H", "H", "H", "H", "H", "H", "H", "H", "H", "H", "H", "C", "O", "C", "O", "H", "H", "H", "C", "As", "C", "C", "H", "H", "H", "H", "H", "H", "H", "H", "H", "O", "N"], "xyz": [[0.3102, 0.2019, -0.8684], [-3.2570, 0.5219, 0.1710], [-3.0840, -0.4952, 1.2942], [-2.0608, -0.0337, 2.3307], [-0.5933, -0.4105, 2.1031], [0.1400, 0.5068, 1.1610], [-0.4273, -1.8509, 1.6437], [-1.3103, -2.2007, 0.4603], [-0.7738, -1.5603, -0.7991], [-2.7804, -1.8764, 0.7270], [-3.5561, 1.4277, 0.5420], [-3.9874, 0.2179, -0.4796], [-2.3955, 0.6702, -0.3663], [-4.0688, -0.5095, 1.7598], [-2.3485, -0.5354, 3.2580], [-2.1691, 1.0323, 2.5536], [-0.1071, -0.3026, 3.0740], [1.1123, 0.4427, 1.4571], [-0.0924, 1.4769, 1.3732], [-0.6681, -2.5208, 2.4713], [0.6211, -2.0451, 1.4004], [-1.2656, -3.2791, 0.3010], [-1.4769, -1.6390, -1.5334], [-0.0479, -2.2059, -1.1109], [-3.1113, -2.5932, 1.4824], [-3.4018, -2.0928, -0.1479], [-1.4897, 3.9507, -1.8660], [-1.6504, 2.4901, -1.5814], [-0.6232, 1.8230, -1.2131], [0.5266, 2.2094, -0.9938], [-1.1158, 4.0401, -2.8811], [-0.8032, 4.3782, -1.1425], [-2.4873, 4.3622, -1.7775], [3.5884, 1.4414, 0.0145], [2.8071, -0.1850, -0.6415], [3.2899, -1.5539, 0.6219], [3.7839, -0.6548, -2.2310], [4.6546, 1.2553, 0.1481], [3.1526, 1.7265, 0.9706], [3.4417, 2.2425, -0.7064], [4.3768, -1.6435, 0.6209], [2.8571, -2.5093, 0.3303], [2.9689, -1.2895, 1.6291], [4.8378, -0.7136, -1.9584], [3.6696, 0.1040, -3.0037], [3.4593, -1.6254, -2.6037], [0.8986, -0.1653, -3.5357], [0.6564, -0.0306, -2.4579]], "mulliken_charge": [0.567, 0.046, 0.313, -1.409, 0.210, -0.252, -1.295, 0.194, -0.372, -1.465, 0.440, 0.430, -0.318, 0.363, 0.531, 0.378, 0.399, 0.111, 0.400, 0.474, 0.277, 0.380, 0.340, 0.400, 0.504, 0.410, -0.664, -0.426, 0.370, -0.459, 0.322, 0.352, 0.284, -1.177, 0.433, -1.183, -1.122, 0.476, 0.419, 0.390, 0.469, 0.422, 0.415, 0.451, 0.437, 0.439, -0.193, 0.485]}

{"formula": "C33H88O33S11", "method": "ωB97M-V/def2-TZVPD", "homo_lumo_gap_ev": 10.00, "smiles": "CCOS(C)(=O)=O.CCOS(C)(=O)=O.CCOS(C)(=O)=O.CCOS(C)(=O)=O.CCOS(C)(=O)=O.CCOS(C)(=O)=O.CCOS(C)(=O)=O.CCOS(C)(=O)=O.CCOS(C)(=O)=O.CCOS(C)(=O)=O.CCOS(C)(=O)=O", "e_homo_ha": -0.3795, "charge": 0, "species": ["O", "S", "O", "O", "C", "C", "C", "H", "H", "H", "H", "H", "H", "H", "H", "O", "S", "O", "O", "C", "C", "C", "H", "H", "H", "H", "H", "H", "H", "H", "O", "S", "O", "O", "C", "C", "C", "H", "H", "H", "H", "H", "H", "H", "H", "O", "S", "O", "O", "C", "C", "C", "H", "H", "H", "H", "H", "H", "H", "H", "O", "S", "O", "O", "C", "C", "C", "H", "H", "H", "H", "H", "H", "H", "H", "O", "S", "O", "O", "C", "C", "C", "H", "H", "H", "H", "H", "H", "H", "H", "O", "S", "O", "O", "C", "C", "C", "H", "H", "H", "H", "H", "H", "H", "H", "O", "S", "O", "O", "C", "C", "C", "H", "H", "H", "H", "H", "H", "H", "H", "O", "S", "O", "O", "C", "C", "C", "H", "H", "H", "H", "H", "H", "H", "H", "O", "S", "O", "O", "C", "C", "C", "H", "H", "H", "H", "H", "H", "H", "H", "O", "S", "O", "O", "C", "C", "C", "H", "H", "H", "H", "H", "H", "H", "H"], "xyz": [[-0.1311, 0.5102, 2.7091], [0.2456, 0.5427, 1.3060], [1.5686, 0.9624, 0.8745], [-0.0716, -0.9372, 0.7287], [0.4779, -1.2746, -0.5486], [0.3336, -2.8080, -0.7239], [-0.9989, 1.4984, 0.3092], [1.5397, -1.0388, -0.6191], [-0.0337, -0.8559, -1.4153], [0.5233, -3.3959, 0.1741], [0.9323, -3.1588, -1.5645], [-0.7223, -2.9755, -0.9365], [-1.8861, 0.8854, 0.1502], [-0.6105, 1.8032, -0.6626], [-1.2779, 2.2983, 0.9951], [-1.5604, 5.4098, -1.0969], [-0.4546, 4.8584, -1.8621], [0.5330, 3.9499, -1.2134], [-1.0281, 4.1555, -3.2837], [-2.1847, 4.7885, -3.8228], [-2.5050, 4.3522, -5.2753], [0.5675, 6.2069, -2.6541], [-2.2155, 5.8761, -3.7585], [-3.0282, 4.5733, -3.1668], [-1.6182, 4.4568, -5.9004], [-3.3113, 4.9977, -5.6236], [-2.8009, 3.3156, -5.4362], [1.0409, 6.5875, -1.7490], [-0.0844, 6.7389, -3.3469], [1.3306, 5.6933, -3.2388], [4.7930, -2.8609, 3.0338], [4.4790, -1.4446, 3.3637], [4.6613, -0.7894, 4.6634], [5.1158, -0.4545, 2.1638], [5.5737, -1.1260, 1.0445], [5.9789, -0.0666, 0.0670], [2.7066, -1.3469, 2.8645], [4.7634, -1.7037, 0.6000], [6.3954, -1.7824, 1.3312], [6.4508, 0.7431, 0.6236], [5.1093, 0.4042, -0.3916], [6.6038, -0.4586, -0.7354], [2.0856, -1.8850, 3.5806], [2.5489, -1.8197, 1.8951], [2.4109, -0.2988, 2.8186], [-4.1963, 2.0555, -0.0601], [-5.2554, 3.1162, -0.0631], [-6.2866, 3.0312, -1.0990], [-6.0215, 3.0333, 1.4482], [-5.2260, 3.1312, 2.6435], [-6.0335, 2.5651, 3.8166], [-4.4626, 4.7586, -0.0454], [-4.9057, 4.1404, 2.9025], [-4.3098, 2.5731, 2.4504], [-6.6874, 1.7439, 3.5230], [-6.6461, 3.2569, 4.3947], [-5.2959, 2.2409, 4.5508], [-4.0490, 4.9081, -1.0427], [-3.8527, 4.7400, 0.8579], [-5.2292, 5.5174, 0.1115], [6.1444, -4.3821, -0.8902], [5.0998, -4.1774, -1.8855], [3.6962, -3.8183, -1.5958], [5.7060, -2.9835, -2.9088], [4.8832, -2.4548, -3.9230], [5.3885, -1.0063, -4.1373], [5.1169, -5.5949, -3.0680], [3.8000, -2.4815, -3.8042], [5.0688, -3.0656, -4.8065], [6.4260, -1.0956, -4.4596], [5.3060, -0.3237, -3.2916], [4.9143, -0.5400, -5.0009], [6.0844, -5.7590, -3.5427], [4.4115, -5.4811, -3.8911], [5.0559, -6.5528, -2.5514], [-2.5284, 4.0360, 3.9020], [-1.3063, 3.8847, 4.7262], [0.0341, 4.3144, 4.2740], [-1.6572, 4.5699, 6.1493], [-3.0264, 4.6049, 6.6281], [-3.5350, 6.0270, 6.3422], [-1.2062, 2.1476, 5.3720], [-2.8917, 4.4788, 7.7024], [-3.6301, 3.7764, 6.2577], [-2.7735, 6.7512, 6.6317], [-4.5291, 6.1177, 6.7800], [-3.7320, 6.0756, 5.2713], [-1.9791, 1.6399, 4.7950], [-1.2778, 2.0798, 6.4576], [-0.2827, 1.6620, 5.0569], [-2.0340, -4.9704, -1.7190], [-2.3960, -5.7330, -0.4888], [-1.8489, -7.0565, -0.2573], [-1.9090, -4.7307, 0.7835], [-1.4931, -5.3635, 2.0217], [-1.4033, -4.4083, 3.1597], [-4.2216, -5.5292, -0.2220], [-0.4784, -5.7567, 1.9603], [-2.2706, -6.0794, 2.2882], [-2.3178, -3.8529, 3.3679], [-0.6659, -3.6664, 2.8533], [-1.0345, -4.9196, 4.0489], [-4.7274, -6.4730, -0.4259], [-4.6052, -4.7171, -0.8396], [-4.4566, -5.4032, 0.8349], [-4.4765, -2.0583, -1.2732], [-5.5327, -2.0123, -0.2598], [-6.5040, -3.0971, -0.1615], [-4.8261, -1.9224, 1.2151], [-3.4448, -1.4645, 1.3295], [-3.1841, -1.2233, 2.8298], [-6.4843, -0.4384, -0.2945], [-3.3776, -0.5230, 0.7844], [-2.8255, -2.2074, 0.8268], [-3.5974, -1.9735, 3.5039], [-3.6752, -0.2806, 3.0709], [-2.1496, -1.1942, 3.1720], [-6.7568, -0.0605, -1.2799], [-5.7622, 0.2948, 0.0645], [-7.2792, -0.5197, 0.4469], [4.9121, 5.5290, 2.7419], [4.5404, 4.2241, 2.2466], [5.4601, 3.5006, 1.3640], [4.0671, 3.2933, 3.5042], [3.6547, 3.9581, 4.6455], [2.7977, 3.1384, 5.5243], [2.9466, 4.4064, 1.4204], [3.0931, 4.8675, 4.4320], [4.5512, 4.2638, 5.1848], [2.2717, 3.8693, 6.1385], [3.4369, 2.4613, 6.0909], [2.1461, 2.5130, 4.9140], [2.7539, 3.4007, 1.0469], [2.9721, 5.1603, 0.6335], [2.1705, 4.6938, 2.1298], [1.8004, -2.0588, -5.4542], [1.1355, -0.8291, -4.9871], [-0.2357, -0.9115, -4.5291], [2.1135, -0.0896, -3.7522], [1.5768, 1.0745, -3.1164], [2.7240, 1.6088, -2.2096], [1.2603, 0.3525, -6.4165], [0.7756, 0.7493, -2.4528], [1.1727, 1.8436, -3.7746], [3.5263, 1.9305, -2.8736], [3.1719, 0.8224, -1.6021], [2.5166, 2.4598, -1.5609], [2.3163, 0.5977, -6.5299], [0.7150, 1.2670, -6.1835], [0.9114, -0.1739, -7.3049], [2.2045, -5.5227, -5.3822], [0.7754, -5.8427, -5.4380], [0.1384, -6.2859, -6.7090], [0.3054, -6.9563, -4.2219], [1.2105, -7.1721, -3.1654], [1.2898, -5.9929, -2.1950], [-0.1706, -4.3902, -4.7486], [2.1961, -7.4529, -3.5369], [0.7774, -8.0050, -2.6115], [1.8900, -6.3263, -1.3485], [0.3034, -5.6832, -1.8498], [1.7678, -5.1305, -2.6596], [-0.1797, -3.6893, -5.5833], [0.5753, -3.9769, -4.0697], [-1.1692, -4.5430, -4.3391]], "mulliken_charge": [-0.283, -0.083, -0.028, 0.460, 0.294, -0.944, -0.372, 0.042, 0.190, 0.227, -0.041, 0.159, -0.186, -0.309, 0.754, -0.555, 0.715, -0.239, -0.061, 0.037, -1.316, -1.045, 0.433, -0.072, 0.327, 0.373, 0.316, 0.413, 0.363, 0.314, -0.620, 1.227, -0.629, -0.247, -0.046, -0.846, -0.295, 0.150, 0.425, 0.338, -0.096, 0.385, 0.484, -0.017, -0.122, -0.398, 0.940, -0.594, -0.441, 0.271, -1.353, -0.484, 0.244, 0.172, 0.376, 0.347, 0.311, 0.038, 0.165, 0.446, -0.619, 0.880, -0.234, -0.404, 0.246, -1.254, -0.874, 0.098, 0.280, 0.460, 0.100, 0.332, 0.431, 0.064, 0.423, -0.512, 1.000, -0.506, -0.322, -0.169, -1.031, -0.523, 0.354, 0.173, 0.317, 0.382, 0.209, 0.133, 0.427, 0.049, -0.474, 1.189, -0.674, -0.262, -0.183, -0.848, -1.028, 0.225, 0.388, 0.187, 0.003, 0.448, 0.504, 0.258, 0.335, -0.510, 0.949, -0.613, -0.557, 2.023, -1.586, -0.500, -0.277, -0.379, 0.538, 0.042, 0.370, 0.389, -0.252, 0.376, -0.654, 1.134, -0.564, -0.171, -0.382, -0.716, -0.477, 0.432, 0.266, 0.291, 0.478, -0.195, -0.105, 0.447, 0.192, -0.552, 1.084, -0.555, 0.032, 0.058, -0.789, -1.149, -0.108, 0.385, 0.552, -0.268, 0.166, 0.315, 0.313, 0.447, -0.524, 1.058, -0.639, -0.381, -0.590, 0.476, -0.439, 0.323, 0.410, 0.450, -0.176, -0.507, 0.398, -0.162, 0.386]}

{"formula": "C13H38BN11O21S", "method": "ωB97M-V/def2-TZVPD", "homo_lumo_gap_ev": 8.33, "e_homo_ha": -0.3123, "charge": 0, "species": ["N", "C", "N", "N", "C", "C", "C", "C", "O", "S", "O", "O", "B", "O", "O", "H", "H", "H", "H", "H", "H", "H", "H", "H", "H", "H", "H", "H", "H", "C", "N", "O", "O", "H", "H", "H", "C", "N", "O", "O", "H", "H", "H", "C", "N", "O", "O", "H", "H", "H", "C", "N", "O", "O", "H", "H", "H", "C", "N", "O", "O", "H", "H", "H", "C", "N", "O", "O", "H", "H", "H", "C", "N", "O", "O", "H", "H", "H", "C", "N", "O", "O", "H", "H", "H"], "xyz": [[1.7999, 3.2303, 1.1997], [0.8772, 3.0367, 2.0171], [-0.2412, 3.8683, 2.0581], [0.8876, 1.9432, 2.9417], [0.1199, 0.8255, 2.3332], [-0.9211, 0.2194, 3.3038], [-2.1848, -0.1866, 2.5471], [-2.1140, -1.6032, 2.0469], [-0.8777, -1.8509, 1.3347], [-1.0541, -1.6023, -0.2485], [0.1813, -0.9804, -0.6174], [-0.9725, -3.1219, -0.8629], [-0.1340, -3.1497, -1.9926], [-0.5171, -2.4838, -3.0994], [0.9623, -3.9383, -1.9452], [2.5001, 2.5201, 1.3623], [-0.3276, 4.2606, 1.1244], [-1.0587, 3.2767, 2.1721], [0.4493, 2.2543, 3.8004], [0.7705, 0.0351, 2.0029], [-0.4330, 1.2061, 1.4873], [-0.4943, -0.6803, 3.7206], [-1.1429, 0.8711, 4.1329], [-2.9951, -0.1774, 3.2467], [-2.4092, 0.4894, 1.7336], [-2.9557, -1.7898, 1.3920], [-2.1330, -2.2840, 2.8802], [0.1966, -2.4841, -3.7489], [1.7249, -3.5078, -2.3627], [5.3085, 3.9359, -1.9153], [4.6262, 3.9448, -0.5911], [4.4290, 5.0199, -0.0670], [4.3171, 2.8639, -0.1347], [5.5233, 4.9590, -2.1979], [6.2203, 3.3573, -1.8069], [4.6348, 3.4656, -2.6247], [-0.2528, 1.7082, -1.9082], [-0.0947, 3.1484, -1.5748], [-1.0021, 3.6893, -0.9556], [0.9209, 3.6973, -1.9300], [-1.2002, 1.3650, -1.5235], [-0.2157, 1.6115, -2.9863], [0.5671, 1.1766, -1.4390], [1.7816, 3.7243, 7.0818], [0.4636, 3.1026, 6.7743], [0.4656, 2.0637, 6.1420], [-0.5236, 3.6799, 7.1751], [2.5610, 3.1012, 6.6610], [1.7850, 4.7133, 6.6347], [1.8663, 3.7878, 8.1620], [5.0791, -4.8671, -1.7336], [4.5651, -3.9120, -2.7513], [3.6994, -3.1233, -2.4016], [5.0339, -3.9792, -3.8621], [4.5705, -4.6757, -0.7964], [4.8679, -5.8708, -2.0978], [6.1476, -4.6988, -1.6409], [2.0305, -8.4448, -3.8324], [3.3153, -7.6983, -3.9342], [3.9909, -7.5963, -2.9238], [3.6010, -7.2403, -5.0154], [1.9129, -8.7901, -2.8129], [1.2358, -7.7598, -4.1096], [2.0837, -9.2770, -4.5269], [-1.9343, -0.2595, -6.1055], [-0.8394, 0.7516, -6.1246], [-0.5385, 1.2616, -5.0644], [-0.3291, 0.9951, -7.1965], [-2.2851, -0.3648, -5.0849], [-2.7216, 0.1038, -6.7580], [-1.5221, -1.1914, -6.4798], [-6.4823, 1.5189, 5.0293], [-5.2026, 1.1465, 4.3650], [-4.1693, 1.4948, 4.8918], [-5.2844, 0.5116, 3.3292], [-6.2513, 2.0748, 5.9294], [-7.0486, 2.1232, 4.3277], [-7.0092, 0.5982, 5.2587], [-4.5848, 1.5518, -0.7413], [-4.0704, 1.4942, -2.1381], [-3.1960, 0.6847, -2.3850], [-4.5565, 2.2655, -2.9354], [-4.0589, 0.8123, -0.1489], [-4.3995, 2.5554, -0.3710], [-5.6490, 1.3416, -0.7776]], "mulliken_charge": [-0.406, 0.040, -0.605, -0.291, -0.014, -0.445, 0.585, -1.253, -0.333, 0.906, -0.646, -0.278, 0.488, -0.385, -0.384, 0.233, 0.334, 0.282, 0.159, 0.233, -0.084, 0.283, 0.440, -0.138, -0.086, 0.448, 0.449, 0.236, 0.282, -0.745, 0.879, -0.526, -0.496, 0.308, 0.281, 0.280, -0.175, 1.122, -0.654, -0.591, -0.318, 0.334, 0.333, -0.724, 0.861, -0.516, -0.527, 0.316, 0.295, 0.288, -0.559, 0.890, -0.593, -0.498, 0.289, 0.186, 0.291, -0.700, 0.868, -0.570, -0.495, 0.308, 0.270, 0.284, -0.658, 0.906, -0.549, -0.548, 0.196, 0.301, 0.278, -0.779, 0.850, -0.477, -0.489, 0.320, 0.294, 0.290, -0.580, 0.962, -0.487, -0.571, 0.068, 0.314, 0.312]}